{
  "formula": "C5H11NOS",
  "method": "ωB97M-V/def2-TZVPD",
  "lumo_ha": 0.019,
  "homo_lumo_gap_ha": 0.3265,
  "e_above_lowest_ev": 4.4054,
  "species": ["C", "C", "O", "C", "S", "C", "N", "C", "H", "H", "H", "H", "H", "H", "H", "H", "H", "H", "H"],
  "coordinates": [[1.958, -0.493, -0.708], [1.397, -1.205, 0.420], [0.117, -1.784, 0.175], [-1.001, -1.084, 0.222], [-2.287, -1.821, -0.368], [-1.178, 0.226, 1.092], [-0.370, 1.409, 0.421], [-1.360, 1.819, -0.637], [3.081, -0.569, -0.418], [1.768, 0.556, -0.954], [2.062, -1.120, -1.710], [1.528, -0.707, 1.425], [2.043, -2.083, 0.503], [-2.208, 0.330, 1.135], [-0.825, -0.065, 1.989], [0.514, 1.056, -0.123], [-2.459, 1.902, -0.030], [-1.037, 2.688, -1.116], [-1.743, 0.944, -1.317]],
  "atomic_forces_ev_per_a": [[4.49, -0.45, -3.06], [-0.04, -1.31, 1.90], [0.81, 0.57, 0.27], [-0.90, 0.69, 1.55], [-1.48, -0.41, -0.84], [3.83, -0.68, -5.05], [-1.26, -1.82, -0.93], [-3.74, -2.96, 2.29], [-1.42, 0.87, -0.53], [-0.12, -0.42, 0.08], [-1.00, 1.19, 2.01], [-0.70, -0.07, -1.06], [-0.31, -0.14, 0.23], [-1.65, 1.00, -0.05], [1.54, -0.35, 3.38], [-2.61, 0.60, 1.83], [3.04, 0.84, -1.66], [0.12, 1.27, -0.93], [1.41, 1.57, 0.58]],
  "mulliken_charge": [-0.8701, -0.4847, -0.3275, 0.5076, -0.2690, -1.0446, -0.3498, -0.6690, 0.2995, 0.3947, 0.2586, 0.2936, 0.3887, 0.4157, 0.4608, 0.1690, 0.1962, 0.3913, 0.2388]
}


{
  "formula": "C5H11NOS",
  "method": "ωB97M-V/def2-TZVPD",
  "lumo_ha": 0.016,
  "homo_lumo_gap_ha": 0.3589,
  "e_above_lowest_ev": 4.3382,
  "species": ["C", "C", "C", "C", "C", "N", "O", "S", "H", "H", "H", "H", "H", "H", "H", "H", "H", "H", "H"],
  "coordinates": [[0.955, -0.991, 0.639], [-0.134, 0.670, -1.030], [-0.104, 0.120, 0.473], [-1.489, -0.474, 0.888], [0.266, 1.305, 1.467], [0.967, -0.114, -3.217], [0.901, -1.582, -0.717], [-0.033, -0.764, -2.216], [0.543, -1.750, 1.353], [2.027, -0.907, 0.797], [-1.062, 1.280, -1.324], [0.755, 1.372, -1.282], [-1.608, -1.441, 0.434], [-2.250, 0.189, 0.555], [-1.378, -0.848, 1.990], [-0.637, 1.839, 1.657], [0.988, 2.051, 1.036], [0.514, 0.802, 2.421], [0.780, -0.756, -3.924]],
  "atomic_forces_ev_per_a": [[-1.83, -1.45, -3.34], [-0.29, 0.62, 0.40], [0.51, 2.11, 0.65], [2.63, -1.22, 1.45], [-0.35, -0.91, -0.99], [-0.79, 0.07, 1.56], [-0.30, -0.86, -1.12], [2.14, 1.87, 4.38], [0.44, 0.53, -0.43], [-0.08, 1.16, 0.43], [1.09, -0.96, 0.80], [-1.25, -1.57, 0.31], [-0.20, -0.39, -0.86], [-0.99, 0.46, 0.57], [-0.83, 1.57, -1.57], [-0.71, 0.66, 0.22], [-0.23, -1.08, 0.71], [0.49, 0.68, -0.42], [0.57, -1.28, -2.75]],
  "mulliken_charge": [-0.3984, -0.8643, 1.2328, -1.6362, -1.6458, -0.5393, -0.5391, 0.3527, 0.2320, 0.3552, 0.4321, 0.3561, 0.4443, 0.4208, 0.3516, 0.4194, 0.3723, 0.3710, 0.2828]
}


{
  "formula": "C5H11NOS",
  "method": "ωB97M-V/def2-TZVPD",
  "lumo_ha": 0.013,
  "homo_lumo_gap_ha": 0.2833,
  "e_above_lowest_ev": 5.0424,
  "species": ["C", "C", "C", "C", "C", "N", "O", "S", "H", "H", "H", "H", "H", "H", "H", "H", "H", "H", "H"],
  "coordinates": [[-0.431, -0.367, -0.780], [1.769, -1.114, 0.030], [1.534, 0.612, -2.105], [-2.607, -0.396, 0.356], [0.899, -0.254, -0.977], [-1.565, -0.672, -0.498], [-0.817, 1.843, 1.025], [0.029, 1.458, 2.149], [2.662, -1.486, -0.441], [1.941, -0.534, 0.989], [1.137, -1.930, 0.377], [1.697, -0.010, -2.988], [0.798, 1.482, -2.291], [2.432, 1.082, -1.732], [-3.552, -0.216, -0.166], [-2.549, 0.567, 0.935], [-2.900, -1.275, 0.949], [0.349, 0.034, 2.064], [-0.825, 1.175, 3.104]],
  "atomic_forces_ev_per_a": [[1.24, 0.18, 0.59], [-1.83, 1.61, 0.25], [-2.36, 0.55, 1.29], [-2.52, 1.66, 1.53], [-0.48, -0.37, 0.34], [1.62, -0.97, -1.82], [-0.44, 0.78, -1.15], [1.62, -1.34, -0.18], [0.44, -0.06, 0.06], [0.59, -0.48, -1.26], [0.17, -0.38, -0.20], [0.15, 0.39, -0.06], [1.17, -1.43, -0.19], [0.46, -0.07, -0.11], [0.18, -0.18, -0.69], [0.52, -1.12, -0.02], [0.64, 0.27, 0.17], [-0.47, 1.43, 0.08], [-0.71, -0.46, 1.35]],
  "mulliken_charge": [0.4638, -1.2326, -1.2275, -0.7434, 0.4184, -0.3347, -0.5032, 0.2393, 0.3651, 0.1581, 0.3512, 0.2870, 0.3091, 0.3476, 0.2983, 0.2464, 0.3099, 0.0949, 0.1523]
}


{
  "formula": "C5H11NOS",
  "method": "ωB97M-V/def2-TZVPD",
  "lumo_ha": 0.017,
  "homo_lumo_gap_ha": 0.3541,
  "e_above_lowest_ev": 3.9004,
  "species": ["C", "C", "N", "C", "S", "H", "H", "H", "H", "H", "H", "H", "C", "C", "O", "H", "H", "H", "H"],
  "coordinates": [[-1.872, -1.812, -0.119], [-1.099, -0.468, -0.155], [-0.278, -0.330, 1.034], [0.875, -0.843, 1.053], [1.616, -1.631, -0.402], [-2.669, -1.701, 0.629], [-2.341, -2.109, -1.013], [-1.134, -2.515, 0.193], [-0.349, -0.383, -1.031], [-1.791, 0.233, -0.271], [1.714, -0.689, 1.723], [2.922, -1.040, -0.478], [1.206, 1.821, -0.956], [1.513, 1.547, 0.256], [2.802, 1.256, 0.615], [1.843, 1.890, -1.797], [0.245, 2.174, -1.172], [0.925, 1.672, 1.097], [3.271, 1.113, -0.181]],
  "atomic_forces_ev_per_a": [[0.59, 1.42, 1.38], [3.58, -3.46, -1.37], [0.01, -0.56, 1.00], [0.66, 0.35, -1.60], [1.30, -0.24, -0.77], [0.34, -0.30, 0.04], [-0.29, -0.16, -1.36], [0.09, -1.11, 0.24], [-1.44, -0.37, 0.90], [-2.57, 3.56, 0.09], [-0.88, 0.19, 0.98], [-1.86, -0.76, 0.73], [-1.19, 0.86, -1.98], [2.83, 0.88, 0.81], [-0.58, -0.27, 1.63], [1.00, -0.38, -0.50], [-1.44, 0.28, -0.17], [-1.21, 0.14, 1.24], [1.06, -0.11, -1.28]],
  "mulliken_charge": [-1.1374, -0.6128, -0.4713, 0.0626, -0.2155, 0.3075, 0.3565, 0.3186, 0.3692, 0.5004, 0.4533, 0.1116, -0.9476, -0.0806, -0.4895, 0.2139, 0.3212, 0.6272, 0.3127]
}


{
  "formula": "C5H11NOS",
  "method": "ωB97M-V/def2-TZVPD",
  "total_charge": 1,
  "multiplicity": 2,
  "lumo_ha": [-0.289, -0.291],
  "homo_lumo_gap_ha": [0.1636, 0.1618],
  "e_above_lowest_ev": 5.4948,
  "species": ["C", "C", "C", "S", "C", "N", "C", "O", "H", "H", "H", "H", "H", "H", "H", "H", "H", "H", "H"],
  "coordinates": [[-0.872, -1.406, -0.050], [0.421, -1.861, -0.672], [1.364, -0.664, -0.869], [2.196, -0.150, 0.611], [-1.677, -0.430, -0.662], [-2.308, 0.576, 0.206], [-1.541, 1.360, 1.157], [-1.744, -0.121, -1.832], [3.942, 2.035, 0.630], [-1.206, -1.838, 0.887], [0.210, -2.368, -1.622], [0.859, -2.566, 0.033], [0.781, 0.167, -1.276], [2.205, -0.832, -1.551], [4.471, 2.269, 1.121], [-2.918, 1.147, -0.382], [-1.390, 2.393, 0.834], [-0.613, 0.845, 1.392], [-2.180, 1.445, 2.045]],
  "atomic_forces_ev_per_a": [[0.84, -0.39, 0.06], [-1.64, -0.36, 1.23], [1.17, 0.93, -0.33], [-1.06, -0.44, -0.26], [0.90, -0.28, 1.55], [0.18, 0.50, -1.34], [-0.40, -0.22, 0.20], [-0.11, 0.68, -0.54], [0.44, 0.23, 0.36], [0.03, 0.19, 0.01], [0.45, 0.22, -0.11], [0.10, -0.21, -0.32], [0.12, -0.02, -0.12], [-0.29, -0.27, -0.30], [-0.39, -0.16, -0.36], [-0.49, -0.16, 0.28], [0.06, -0.15, -0.30], [-0.05, 0.06, 0.11], [0.15, -0.14, 0.18]],
  "mulliken_spin": [-0.0584, 0.0375, 0.0129, 0.0337, -0.0965, 0.6094, -0.0028, 0.3984, -0.0029, 0.0265, 0.0151, -0.0160, 0.0006, -0.0298, 0.0068, -0.0249, 0.0227, 0.0094, 0.0583]
}


{
  "formula": "C5H11NOS2",
  "method": "ωB97M-V/def2-TZVPD",
  "lumo_ha": 0.027,
  "homo_lumo_gap_ha": 0.3435,
  "e_above_lowest_ev": 3.1785,
  "species": ["C", "C", "C", "C", "C", "N", "O", "S", "S", "H", "H", "H", "H", "H", "H", "H", "H", "H", "H", "H"],
  "coordinates": [[-0.732, 0.337, -0.127], [1.088, 1.263, 1.077], [-0.002, 1.635, 0.096], [0.330, -0.701, -0.510], [-0.749, -3.393, -0.789], [-0.794, 2.697, 0.674], [2.509, 0.656, -1.197], [0.147, -2.266, 0.383], [2.012, 0.073, 0.058], [-1.346, 0.213, 0.711], [-1.396, 0.265, -0.909], [1.604, 2.035, 1.429], [0.722, 0.699, 1.837], [0.379, 2.130, -0.738], [0.593, -0.722, -1.613], [-0.844, -4.284, -0.282], [-0.233, -3.421, -1.628], [-1.720, -3.015, -0.884], [-1.245, 2.261, 1.486], [-0.322, 3.538, 0.927]],
  "atomic_forces_ev_per_a": [[1.83, 0.43, -1.10], [-0.43, -2.12, -4.84], [-0.43, 1.57, 1.71], [1.07, 0.35, 0.94], [-0.80, 2.69, 3.69], [-2.55, -1.33, 0.59], [0.25, 0.95, -0.45], [0.08, -0.59, -0.48], [-0.11, -1.74, 0.75], [-0.41, -1.11, 1.73], [-1.73, 0.76, -2.07], [2.52, 3.19, 1.20], [-1.25, -1.77, 2.46], [1.17, -0.10, -1.91], [-0.70, -0.32, 1.25], [0.19, -2.18, 0.95], [2.20, -0.48, -3.94], [-1.43, 0.60, -0.58], [-0.01, 0.97, -0.05], [0.54, 0.22, 0.14]],
  "mulliken_charge": [-1.0389, -0.9454, 0.1173, -0.3433, -0.9449, -0.7331, -0.6054, 0.0074, 0.3649, 0.3547, 0.4142, 0.6361, 0.3823, 0.3615, 0.4718, 0.3747, 0.3188, 0.3033, 0.2472, 0.2566]
}